1.
{"formula": "C2H6N6", "method": "ωB97M-V/def2-TZVPD", "elements": ["H", "N", "C", "N", "N", "N", "N", "N", "C", "H", "H", "H", "H", "H"], "coordinates": [[-0.0428, 2.1725, -0.2568], [0.9608, 2.0731, -0.0187], [1.2850, 0.8595, -0.0801], [2.6017, 0.3531, 0.0915], [2.5553, -0.8952, 0.0526], [1.3270, -1.3480, -0.2495], [0.4391, -0.2633, -0.2685], [-0.7165, -0.4419, 0.5381], [-1.9404, -0.1625, -0.1988], [1.0083, -2.1905, 0.2019], [-0.6497, 0.1552, 1.3523], [-2.0666, -0.9309, -0.9592], [-1.9789, 0.8313, -0.7091], [-2.7822, -0.2123, 0.5044]], "smiles": "[H]/N=c1/nn[nH]n1NC", "relative_energy_ev": 1.9689, "energy_ev": -11108.3293, "homo_lumo_gap_ev": 9.51}

2.
{"formula": "C2H6N6O", "method": "ωB97M-V/def2-TZVPD", "elements": ["H", "N", "N", "N", "C", "N", "C", "O", "N", "N", "H", "H", "H", "H", "H"], "coordinates": [[3.8544, -1.0283, 1.1908], [2.8968, -1.3254, 1.2805], [2.3041, -0.2989, 0.8877], [1.0897, -0.3812, 0.5900], [0.0508, 0.3215, 0.7593], [-0.2500, 1.0985, 1.8436], [-0.9702, 0.3865, -0.2737], [-2.0913, 0.9170, -0.1389], [-0.5842, -0.3814, -1.3533], [-1.3035, -0.0727, -2.5065], [-1.0762, 1.6373, 1.5300], [-0.3945, 0.7669, 2.7550], [0.1888, -1.0040, -1.5109], [-2.1939, 0.3743, -2.2320], [-1.5209, -1.0100, -2.8215]], "smiles": "[H]/N=N/N=C(\\N)C(=O)NN", "relative_energy_ev": 0.6310, "energy_ev": -13155.7862, "homo_lumo_gap_ev": 8.51}

3.
{"formula": "C2H6NO", "method": "ωB97M-V/def2-TZVPD", "elements": ["C", "N", "C", "O", "H", "H", "H", "H", "H", "H"], "coordinates": [[0.4270, -1.0345, -0.6693], [-0.4400, -0.4000, 0.3765], [-0.4357, 1.2653, 0.5181], [0.3762, 1.7094, 1.4836], [0.5566, -0.6191, -1.6839], [1.5788, -1.1715, -0.3486], [-0.1539, -2.0688, -1.0230], [-0.1544, -0.5446, 1.3231], [-0.1805, 1.5046, -0.5734], [-1.5740, 1.3592, 0.5968]], "relative_energy_ev": 2.0157, "spin_multiplicity": 2, "energy_ev": -5704.6824, "homo_lumo_gap_ev": [10.90, 7.25]}

4.
{"formula": "C2H6NO2", "method": "ωB97M-V/def2-TZVPD", "elements": ["C", "O", "H", "H", "H", "C", "N", "O", "H", "H", "H"], "coordinates": [[0.1954, -0.8125, -2.0186], [0.5861, -1.4944, -0.8724], [1.0761, -0.4627, -2.5849], [-0.2964, -1.4648, -2.7641], [-0.5186, -0.0273, -1.7568], [-0.1805, 0.7612, 1.8228], [-0.9720, 1.6937, 2.2843], [-0.4801, -0.2045, 1.0713], [0.8714, 0.7625, 2.1881], [0.0792, -1.1223, -0.1030], [-0.3605, 2.3712, 2.7333]], "total_charge": -1, "relative_energy_ev": 1.3630, "energy_ev": -7756.9037, "homo_lumo_gap_ev": 8.03}

5.
{"formula": "C2H6NO2", "method": "ωB97M-V/def2-TZVPD", "elements": ["C", "O", "N", "C", "O", "H", "H", "H", "H", "H", "H"], "coordinates": [[0.9350, 1.5697, -0.2902], [0.5286, 0.1807, -0.3035], [-0.6510, -0.0920, 0.2376], [-1.0318, -1.5020, 0.2936], [-1.4271, 0.7563, 0.5799], [0.1392, 2.2626, 0.0299], [1.6580, 1.7057, -1.1459], [1.5940, 1.8214, 0.5854], [-0.1559, -2.1391, -0.0489], [-1.8622, -1.9191, -0.2860], [-1.4204, -1.8076, 1.3305]], "total_charge": 1, "smiles": "CO[N+](C)=O", "relative_energy_ev": 5.5861, "energy_ev": -7744.3193, "homo_lumo_gap_ev": 10.24}

6.
{"formula": "C2H6NO2", "method": "ωB97M-V/def2-TZVPD", "elements": ["C", "C", "N", "O", "O", "H", "H", "H", "H", "H", "H"], "coordinates": [[0.1093, -1.9607, -1.5900], [-0.7641, 1.4108, 0.6390], [1.2027, -2.0835, -1.0640], [-0.9622, 1.4564, 2.0020], [-0.8193, -1.2060, -1.2964], [-1.6506, 1.9007, 0.1454], [0.1898, 2.0158, 0.5172], [-0.6713, 0.2926, 0.4148], [-0.2350, 1.8757, 2.3821], [2.0464, -2.6232, -1.2426], [1.5544, -1.0785, -0.9077]], "total_charge": 1, "relative_energy_ev": 5.3285, "energy_ev": -7744.5769, "homo_lumo_gap_ev": [5.03, 5.03]}

7.
{"formula": "C2H6NO2P", "method": "ωB97M-V/def2-TZVPD", "elements": ["C", "P", "O", "C", "N", "O", "H", "H", "H", "H", "H", "H"], "coordinates": [[1.6814, 1.1872, 0.0153], [0.4302, -0.1723, -0.5040], [0.9882, -1.5156, -0.3818], [-1.2691, -0.0658, 0.1750], [-1.7301, -1.2507, 0.6184], [-2.1643, 0.9281, -0.0533], [2.2265, 1.6939, -0.8266], [1.0862, 1.9312, 0.6937], [2.3452, 0.4857, 0.5591], [0.2670, 0.2962, -1.8922], [-2.7354, -1.4837, 0.6153], [-1.1259, -2.0342, 0.9812]], "smiles": "C[P@@H](=O)C(N)=O", "relative_energy_ev": 1.1486, "energy_ev": -17044.6186, "homo_lumo_gap_ev": 10.10}

8.
{"formula": "C2H6NO2S", "method": "ωB97M-V/def2-TZVPD", "elements": ["C", "C", "N", "O", "O", "S", "H", "H", "H", "H", "H", "H"], "coordinates": [[0.2303, 0.2148, 1.9899], [0.5561, -1.2996, -0.7396], [0.1128, 0.0208, -1.2133], [0.4060, 2.5560, -0.1088], [-1.7634, 1.4865, -0.3901], [-0.3615, 1.2995, 0.0465], [-0.5238, -0.4467, 1.6077], [-0.2028, 0.9477, 2.8041], [-0.2952, -1.8897, -0.4278], [1.1441, -1.7239, -1.6615], [1.2251, -1.1222, 0.0935], [-0.5278, -0.0432, -2.0005]], "total_charge": -1, "relative_energy_ev": 5.6230, "energy_ev": -18588.6146, "homo_lumo_gap_ev": 7.87}

9.
{"formula": "C2H6NO2S2", "method": "ωB97M-V/def2-TZVPD", "elements": ["C", "C", "N", "O", "O", "S", "S", "H", "H", "H", "H", "H", "H"], "coordinates": [[-0.9108, 0.6121, 0.7548], [0.1746, -0.6769, -0.8705], [-0.7791, -0.6220, 0.0351], [-3.3107, 0.5193, -0.9282], [-3.4422, -0.5327, 1.2674], [2.4184, -1.0719, -0.2826], [-3.0281, -0.6725, -0.1453], [-1.2373, 1.5932, 0.1850], [-1.4892, 0.3368, 1.6533], [0.1883, 0.9620, 0.8379], [0.0218, -1.5709, -1.4490], [0.6015, 0.2888, -1.3760], [1.7854, -1.0767, 0.9553]], "total_charge": -1, "relative_energy_ev": 4.0272, "energy_ev": -29425.8055, "homo_lumo_gap_ev": 7.09}

10.
{"formula": "C2H6NO3", "method": "ωB97M-V/def2-TZVPD", "elements": ["C", "N", "C", "O", "O", "H", "H", "H", "H", "H", "H", "O"], "coordinates": [[-0.8729, -1.0499, -1.2812], [-1.2360, -0.4703, -0.0073], [-0.2060, -0.4129, 1.0076], [-0.0671, 0.8184, 1.4316], [0.5900, -1.3776, 1.2945], [0.1506, -1.2080, -1.3700], [-1.3090, -2.0783, -1.2977], [-1.2974, -0.3274, -2.0432], [-1.5183, 0.5174, 0.0666], [1.4981, 1.6135, 1.3278], [2.0409, 1.8355, 0.0006], [2.2272, 2.1396, 0.8706]], "total_charge": -1, "relative_energy_ev": 0.8186, "energy_ev": -9805.3819, "homo_lumo_gap_ev": 8.39}

11.
{"formula": "C2H6NO3", "method": "ωB97M-V/def2-TZVPD", "elements": ["O", "C", "N", "C", "O", "H", "H", "H", "H", "H", "H", "O"], "coordinates": [[-1.9457, -0.3011, 1.0889], [-1.0060, 0.5125, 1.0223], [0.2034, 0.3705, 0.5261], [1.5900, 1.2394, -0.5442], [2.5387, 0.4704, -0.7410], [-1.2509, 1.5158, 1.4433], [0.5750, -0.5612, 0.6915], [1.7671, 2.0539, 0.1757], [0.8643, 1.4135, -1.3479], [-0.4978, -1.6375, -1.2915], [-1.5825, -1.3634, -0.3018], [-1.3388, -2.0149, -1.0049]], "total_charge": -1, "relative_energy_ev": 2.0778, "energy_ev": -9804.1228, "homo_lumo_gap_ev": 8.80}

12.
{"formula": "C2H6NO3", "method": "ωB97M-V/def2-TZVPD", "elements": ["O", "C", "O", "C", "N", "H", "H", "H", "H", "H", "H", "O"], "coordinates": [[-0.6752, 1.6686, 1.8455], [-0.2886, 0.8834, 1.0111], [0.9564, 0.5991, 0.7947], [-1.2959, 0.4778, -0.0966], [-1.0885, -0.9029, -0.7647], [-2.4012, 0.5305, 0.3092], [-1.0930, 1.1690, -0.9766], [-0.9979, -1.5290, 0.0296], [-0.0694, -0.7981, -1.0441], [3.0718, -0.7878, -0.4776], [1.7186, -0.2092, -0.1041], [2.1628, -1.1015, -0.5264]], "total_charge": -1, "relative_energy_ev": 0.9234, "energy_ev": -9805.2772, "homo_lumo_gap_ev": 8.90}